Entry from the Open Molecules 2025 dataset: one molecule with the formula C2H2N4O at a distorted geometry (wB97M-V/def2-TZVPD).

Each line ends with the natural charge from an NBO analysis.
Positions of all 9 atoms, in Å:
O 1.5136 -1.0256 1.3545  -0.65
C 0.6995 -0.3364 0.5054  0.59
N 0.1051 -1.1191 -0.5277  -0.24
N -0.6859 -0.2808 -1.3361  -0.20
C -1.0003 0.9104 -0.9602  0.11
N -0.6735 1.4825 0.2586  -0.13
N 0.1663 0.8814 0.9383  -0.20
H 1.7450 -1.8894 1.1756  0.51
H -1.8699 1.3771 -1.4084  0.20

Forces on atoms 1 to 3 (eV/Å):
-1.269 5.477 0.678
-2.735 -4.078 -1.546
1.105 5.255 1.260

maximum force	5.66	eV/Å
HOMO	-9.579	eV
DFT total energy	-10110.7789	eV
frontier orbital gap	0.318	Eh
structure (SMILES)	Oc1nncnn1
relative energy (zero: lowest compared OMol25 entry of this formula, charge and spin)	1.526	eV
E_LUMO	-0.0338	Ha

---

Entry from the Open Molecules 2025 dataset: C33H51BBeF4N3O6 as an isolated structure at a distorted geometry (wB97M-V/def2-TZVPD).

Each line ends with the Mulliken spin population.
Positions of all 99 atoms, in Å:
Be 13.7041 11.7576 19.1860  -0.06
B 11.6253 11.8374 17.1934  0.66
F 12.8612 11.4182 16.7313  -0.05
F 11.4668 11.3859 18.4983  -0.08
F 11.7248 13.2195 17.2250  -0.09
F 10.6141 11.3951 16.3948  0.02
N 13.2267 9.1807 19.5409  -0.01
C 12.7773 8.4566 18.5107  0.04
C 12.7576 7.0821 18.4467  0.01
C 13.3529 6.3977 19.4792  0.00
C 13.9797 7.1186 20.5356  0.01
C 13.7554 8.4814 20.5918  0.02
H 12.5056 8.9972 17.6161  -0.02
H 12.4232 6.5010 17.6000  0.00
H 13.4129 5.3194 19.4776  0.00
H 14.5360 6.5932 21.2978  0.00
H 14.1310 9.0080 21.4567  0.00
N 15.2363 13.2031 17.8052  0.09
C 16.5422 13.4446 18.2580  0.02
C 17.4629 14.1861 17.5536  0.04
C 17.1520 14.6560 16.2918  0.00
C 15.8769 14.4422 15.7551  0.01
C 14.9019 13.8014 16.5810  -0.02
H 16.7533 13.0811 19.2528  -0.03
H 18.4324 14.4035 17.9769  0.00
H 17.7916 15.2813 15.6865  0.00
H 15.5869 14.9019 14.8219  0.00
H 13.8912 13.7517 16.2036  -0.01
N 12.3311 8.7201 13.5115  0.00
C 12.0984 8.4172 12.1866  0.00
C 10.8515 8.5792 11.6149  0.00
C 9.8593 9.1474 12.3615  0.00
C 10.0831 9.4936 13.6850  0.00
C 11.3335 9.2991 14.2341  0.01
H 12.9251 8.2008 11.5262  0.00
H 10.6606 8.3798 10.5708  0.00
H 8.9316 9.4283 11.8853  0.00
H 9.2470 9.9368 14.2057  0.00
H 11.5403 9.5745 15.2576  0.00
C 10.8212 14.0241 13.7551  0.00
C 12.2829 13.7577 13.5604  0.00
O 13.0904 14.6816 13.5766  0.00
C 12.7893 12.3736 13.3940  0.00
H 10.3107 13.0611 13.7472  0.00
H 10.3689 14.6640 12.9974  0.00
H 10.5334 14.3343 14.7596  0.00
H 13.6987 12.3429 12.7939  0.00
H 12.0378 11.7554 12.9028  0.00
H 13.0211 11.8932 14.3446  0.00
C 6.9178 15.0277 17.5046  0.00
C 8.3479 15.3199 17.9810  0.00
O 8.8252 16.4122 17.6775  0.00
C 9.1401 14.2943 18.7843  0.00
H 6.4165 14.5688 18.3568  0.00
H 6.9270 14.3340 16.6640  0.00
H 6.4959 15.9898 17.2138  0.00
H 10.1606 14.6667 18.8728  0.00
H 9.1317 13.3873 18.1798  0.00
H 8.6196 14.1441 19.7302  0.00
C 11.9128 18.8203 16.0463  0.00
C 12.9495 18.0777 16.8318  0.00
O 13.7040 18.6496 17.5927  0.00
C 13.0814 16.5799 16.6902  0.00
H 12.2690 19.0628 15.0451  0.00
H 11.6284 19.7063 16.6138  0.00
H 11.0875 18.1195 15.9206  0.00
H 13.9529 16.2250 17.2402  0.00
H 13.2116 16.2936 15.6466  0.00
H 12.1859 16.0774 17.0560  0.00
C 12.2509 16.3006 20.4190  0.01
C 13.2319 15.1943 19.9725  0.09
O 12.8594 14.0855 19.6487  0.20
C 14.6357 15.5719 20.0856  0.02
H 11.3670 15.8156 20.8332  0.00
H 11.8596 16.8646 19.5724  0.00
H 12.5559 16.9949 21.2019  0.00
H 14.8377 16.2032 20.9509  0.00
H 14.8911 16.1586 19.2031  0.00
H 15.3565 14.7656 20.2211  -0.01
C 15.5245 10.1374 14.0938  0.00
C 16.6193 11.0869 13.6187  0.00
O 16.4568 12.2897 13.4530  0.00
C 18.0065 10.4781 13.2278  0.00
H 15.1170 10.4848 15.0431  0.00
H 15.9198 9.1351 14.2588  0.00
H 14.7189 10.1394 13.3595  0.00
H 18.7695 10.6338 13.9904  0.00
H 18.2754 10.8406 12.2357  0.00
H 17.8809 9.3960 13.1904  0.00
C 10.4976 13.1627 22.3404  0.00
C 11.6426 12.0830 22.3105  0.07
O 12.0542 11.6666 21.2003  0.04
C 12.2207 11.5773 23.5881  0.00
H 10.1873 13.4702 21.3417  0.00
H 10.6666 14.0129 23.0013  0.00
H 9.6010 12.6968 22.7493  0.00
H 12.8235 10.6808 23.4435  0.00
H 11.4371 11.2941 24.2909  0.00
H 12.8772 12.2795 24.1020  0.00

Forces on atoms 1 to 3 (eV/Å):
-0.510 0.268 -0.193
0.008 0.995 0.038
1.401 -1.126 -0.306

maximum force	3.43	eV/Å
HOMO (alpha / beta)	-6.016 / -9.058	eV
DFT total energy	-63753.9920	eV
multiplicity	2
⟨S²⟩	0.751
frontier orbital gap (alpha / beta)	0.239 / 0.323	Eh
E_LUMO (alpha / beta)	0.0180 / -0.0100	Ha

---

Entry from the Open Molecules 2025 dataset: one molecule with the formula C23H24N6O3S2 at a distorted geometry (wB97M-V/def2-TZVPD).

Each line ends with the natural charge from an NBO analysis.
Positions of all 58 atoms, in Å:
C -0.5376 -4.8470 -0.0335  -0.61
C -0.7314 -3.4732 -0.6682  -0.22
N -1.3423 -2.5471 0.2488  -0.36
C -2.6688 -2.5038 0.5527  0.17
S -3.8397 -3.6069 -0.0993  0.29
C -5.2982 -2.5233 0.0598  -0.57
C -4.9557 -1.1666 -0.4138  0.47
N -4.2433 -0.8493 -1.4473  -0.30
N -4.1440 0.4898 -1.4593  -0.29
C -4.8032 0.9334 -0.4298  0.44
C -4.9682 2.3114 -0.0303  -0.05
C -5.6658 2.6322 1.1325  -0.21
C -5.8126 3.9562 1.5000  -0.20
C -5.2680 4.9610 0.7164  -0.20
C -4.5707 4.6424 -0.4395  -0.21
C -4.4178 3.3230 -0.8170  -0.19
O -5.3558 -0.0841 0.2740  -0.40
N -2.9388 -1.4902 1.3342  -0.33
N -1.7958 -0.8385 1.5466  -0.26
C -0.8302 -1.4592 0.9138  0.30
C 0.5504 -1.0087 0.9267  -0.07
C 1.6308 -1.8921 0.9225  -0.15
C 2.9235 -1.4015 0.9419  -0.19
C 3.1348 -0.0371 0.9748  -0.33
S 4.8257 0.5509 0.9727  2.31
O 4.8194 1.9859 1.0490  -0.95
O 5.5779 -0.1761 1.9522  -0.94
N 5.3028 -0.0137 -0.5490  -0.66
C 4.8867 0.8826 -1.6114  -0.24
C 6.0316 1.8967 -1.7978  -0.43
C 7.2368 1.2585 -1.0853  -0.43
C 6.7430 -0.1398 -0.6899  -0.24
C 2.0767 0.8518 1.0080  -0.17
C 0.7829 0.3671 0.9846  -0.18
H 0.0773 -4.7823 0.8618  0.21
H -0.0543 -5.5121 -0.7432  0.22
H -1.5019 -5.2695 0.2394  0.22
H 0.2207 -3.0491 -0.9946  0.22
H -1.3955 -3.5643 -1.5344  0.23
H -5.6031 -2.4826 1.1049  0.26
H -6.0740 -2.9849 -0.5520  0.26
H -6.0820 1.8426 1.7395  0.23
H -6.3525 4.2063 2.4011  0.21
H -5.3852 5.9942 1.0079  0.21
H -4.1454 5.4279 -1.0461  0.22
H -3.8797 3.0497 -1.7105  0.24
H 1.4686 -2.9582 0.9385  0.20
H 3.7778 -2.0589 0.9451  0.24
H 3.9447 1.3529 -1.3331  0.22
H 4.7338 0.2853 -2.5150  0.20
H 6.2271 2.0717 -2.8546  0.21
H 5.7695 2.8422 -1.3279  0.23
H 7.4832 1.8230 -0.1871  0.22
H 8.1184 1.2087 -1.7217  0.21
H 7.1551 -0.4983 0.2512  0.24
H 6.9409 -0.8710 -1.4793  0.20
H 2.2860 1.9090 1.0566  0.25
H -0.0648 1.0331 1.0138  0.24

Forces on atoms 1 to 3 (eV/Å):
0.027 0.236 -0.123
0.273 -0.462 -0.292
-0.457 0.520 0.397

maximum force	1.52	eV/Å
HOMO	-8.528	eV
DFT total energy	-60993.1952	eV
frontier orbital gap	0.322	Eh
structure (SMILES)	CCn1c(SCc2nnc(-c3ccccc3)o2)nnc1-c1ccc(S(=O)(=O)N2CCCC2)cc1
relative energy (zero: lowest compared OMol25 entry of this formula, charge and spin)	4.060	eV
E_LUMO	0.0083	Ha